Record 1
Entry from the OMol25 dataset: 9 unconnected molecules or ions with the total composition C52H59FNO3P (wB97M-V/def2-TZVPD).

The calculation puts the HOMO energy at -8.729 eV. The max |F| is 0.51 eV/A. Its SMILES is CO[C@H](F)[C@H](OC)P(N)O.c1ccccc1.c1ccccc1.c1ccccc1.c1ccccc1.c1ccccc1.c1ccccc1.c1ccccc1.c1ccccc1. As for the orbital gap: 9.308 eV.

Cartesian coordinates (Å):
C  -4.99  1.55  1.51
O  -3.96  1.11  0.63
C  -3.98  -0.23  0.29
F  -4.26  -1.00  1.44
C  -2.60  -0.64  -0.20
O  -2.15  0.26  -1.17
C  -1.08  1.09  -0.76
P  -2.45  -2.42  -0.86
N  -2.78  -2.15  -2.49
O  -3.94  -3.01  -0.40
H  -5.02  2.64  1.42
H  -5.97  1.14  1.25
H  -4.75  1.27  2.53
H  -4.80  -0.44  -0.41
H  -1.97  -0.59  0.70
H  -0.31  0.52  -0.23
H  -0.65  1.52  -1.67
H  -1.44  1.89  -0.10
H  -3.76  -2.01  -2.71
H  -2.42  -2.89  -3.08
H  -3.99  -3.22  0.54
C  0.61  -6.50  -5.00
C  1.57  -5.89  -4.19
C  1.16  -5.05  -3.16
C  -0.19  -4.84  -2.93
C  -1.14  -5.45  -3.74
C  -0.74  -6.28  -4.78
H  0.93  -7.16  -5.80
H  2.62  -6.07  -4.37
H  1.90  -4.58  -2.53
H  -0.50  -4.20  -2.11
H  -2.19  -5.31  -3.54
H  -1.48  -6.77  -5.40
C  2.99  -9.26  -3.19
C  4.22  -9.87  -3.01
C  4.60  -10.93  -3.82
C  3.74  -11.37  -4.82
C  2.51  -10.76  -5.01
C  2.13  -9.71  -4.19
H  2.69  -8.44  -2.55
H  4.88  -9.53  -2.23
H  5.56  -11.41  -3.68
H  4.04  -12.20  -5.46
H  1.84  -11.11  -5.79
H  1.17  -9.23  -4.33
C  -1.30  0.08  3.77
C  -1.59  1.26  3.10
C  -0.98  2.45  3.48
C  -0.05  2.44  4.52
C  0.25  1.26  5.18
C  -0.39  0.08  4.82
H  -1.78  -0.84  3.47
H  -2.28  1.26  2.27
H  -1.19  3.37  2.95
H  0.46  3.36  4.79
H  0.98  1.26  5.98
H  -0.15  -0.84  5.33
C  2.80  3.46  1.83
C  2.16  2.25  1.58
C  2.68  1.39  0.62
C  3.82  1.73  -0.09
C  4.45  2.94  0.16
C  3.95  3.81  1.12
H  2.40  4.14  2.58
H  1.27  2.00  2.13
H  2.18  0.44  0.43
H  4.22  1.06  -0.84
H  5.34  3.21  -0.39
H  4.44  4.75  1.32
C  -2.13  -9.74  -1.54
C  -1.67  -8.44  -1.73
C  -2.14  -7.41  -0.92
C  -3.06  -7.68  0.08
C  -3.52  -8.98  0.27
C  -3.06  -10.00  -0.54
H  -1.77  -10.54  -2.17
H  -0.95  -8.22  -2.51
H  -1.76  -6.41  -1.06
H  -3.42  -6.88  0.71
H  -4.24  -9.19  1.05
H  -3.42  -11.01  -0.39
C  0.54  7.10  -0.65
C  0.89  5.79  -0.32
C  0.03  4.75  -0.61
C  -1.19  5.01  -1.23
C  -1.54  6.31  -1.56
C  -0.67  7.35  -1.27
H  1.22  7.91  -0.43
H  1.84  5.58  0.16
H  0.31  3.73  -0.35
H  -1.87  4.19  -1.46
H  -2.49  6.51  -2.04
H  -0.94  8.37  -1.53
C  2.37  10.40  -4.06
C  2.14  9.23  -3.35
C  3.19  8.56  -2.74
C  4.48  9.06  -2.85
C  4.72  10.23  -3.55
C  3.66  10.90  -4.16
H  1.55  10.91  -4.54
H  1.13  8.83  -3.28
H  3.00  7.64  -2.20
H  5.30  8.54  -2.37
H  5.72  10.62  -3.63
H  3.85  11.81  -4.72
C  -0.82  4.39  7.67
C  -0.16  5.58  7.40
C  -0.47  6.72  8.13
C  -1.42  6.67  9.13
C  -2.08  5.47  9.41
C  -1.78  4.33  8.67
H  -0.59  3.50  7.10
H  0.58  5.63  6.61
H  0.04  7.65  7.92
H  -1.66  7.56  9.71
H  -2.82  5.43  10.19
H  -2.29  3.40  8.88

---

Record 2
Entry from the OMol25 dataset: a molecular structure, C52H59N6STl (wB97M-V/def2-TZVPD).

The calculation puts the HOMO energy at -0.618 eV. The max |F| is 0.53 eV/A. As for the orbital gap: 4.664 eV. Its net charge is -2.

Cartesian coordinates (Å):
Tl  -0.11  -1.18  -0.21
S  1.77  -3.59  -1.57
C  2.57  -2.18  -2.20
C  3.89  -2.24  -2.72
C  4.50  -1.12  -3.22
C  3.81  0.10  -3.21
C  2.53  0.09  -2.69
N  1.93  -0.99  -2.21
H  4.39  -3.20  -2.71
H  5.51  -1.18  -3.61
H  4.25  1.01  -3.59
H  1.94  1.00  -2.65
C  0.39  0.19  4.39
C  1.07  -0.29  3.10
C  1.80  -1.61  3.34
C  1.93  0.86  2.55
C  3.09  1.30  3.50
C  3.01  2.66  4.10
C  2.17  3.56  3.59
C  1.21  3.28  2.51
C  0.52  4.48  1.90
C  -0.42  5.20  2.88
C  1.56  5.46  1.36
C  1.02  2.00  2.10
N  0.09  1.61  1.15
C  -1.12  2.04  1.24
C  -2.17  2.06  0.26
C  -3.38  2.63  0.74
C  -4.44  2.96  -0.06
C  -4.28  2.76  -1.45
C  -3.14  2.23  -1.97
C  -2.03  1.78  -1.15
N  -1.01  1.13  -1.68
C  -0.69  1.36  -3.02
C  -0.13  2.60  -3.41
C  0.24  2.79  -4.74
C  0.12  1.79  -5.68
C  -0.39  0.56  -5.28
C  -0.81  0.33  -3.98
C  -1.43  -1.00  -3.60
C  -2.93  -0.98  -3.93
C  -0.76  -2.20  -4.24
C  0.15  3.69  -2.40
C  -0.79  4.89  -2.58
C  1.60  4.16  -2.47
H  -0.29  -0.58  4.76
H  -0.19  1.10  4.22
H  1.12  0.40  5.17
H  0.29  -0.48  2.36
H  2.73  -1.48  3.90
H  2.03  -2.11  2.40
H  1.15  -2.27  3.93
H  3.26  0.54  4.28
H  3.67  2.93  4.91
H  2.17  4.56  4.00
H  -0.08  4.14  1.06
H  0.14  5.69  3.68
H  -1.11  4.49  3.35
H  -1.01  5.96  2.36
H  2.24  5.80  2.15
H  1.08  6.35  0.94
H  2.16  5.00  0.58
H  -1.42  2.51  2.20
H  -3.44  2.83  1.81
H  -5.34  3.40  0.36
H  -5.10  3.02  -2.12
H  -3.07  2.06  -3.04
H  0.65  3.75  -5.03
H  0.43  1.95  -6.70
H  -0.47  -0.24  -6.00
H  -1.36  -1.11  -2.52
H  -3.08  -0.87  -5.01
H  -3.44  -0.16  -3.42
H  -3.40  -1.91  -3.60
H  -0.97  -2.27  -5.31
H  -1.13  -3.11  -3.77
H  0.32  -2.18  -4.09
H  -0.02  3.27  -1.41
H  -0.61  5.37  -3.54
H  -0.61  5.64  -1.79
H  -1.83  4.59  -2.53
H  1.84  4.58  -3.45
H  2.29  3.33  -2.28
H  1.79  4.93  -1.72
C  -3.65  -2.14  4.69
C  -2.82  -3.12  4.16
C  -2.09  -2.81  3.02
N  -2.15  -1.63  2.42
C  -2.96  -0.71  2.92
C  -3.73  -0.91  4.06
H  -4.23  -2.34  5.59
H  -2.74  -4.10  4.61
H  -1.44  -3.54  2.56
H  -3.01  0.23  2.38
H  -4.37  -0.13  4.43
N  6.17  0.50  3.50
C  5.19  0.11  2.59
C  5.19  -1.05  1.92
C  4.11  -1.35  0.96
N  3.09  -0.63  0.74
C  2.99  0.65  1.40
C  4.12  1.12  2.34
H  6.69  -0.26  3.91
H  5.84  1.15  4.20
H  5.97  -1.79  2.08
H  4.16  -2.29  0.41
H  2.79  1.37  0.61
H  4.58  2.07  2.05
C  -5.18  -3.27  -1.31
C  -4.04  -4.07  -1.29
C  -2.80  -3.50  -0.98
C  -2.61  -2.14  -0.69
C  -3.79  -1.38  -0.73
C  -5.05  -1.92  -1.02
H  -6.14  -3.70  -1.56
H  -4.11  -5.13  -1.51
H  -1.93  -4.16  -0.98
H  -3.76  -0.31  -0.51
H  -5.92  -1.27  -1.04

---

Record 3
Entry from the OMol25 dataset: a molecular structure, C52H60BaN11P2S3Te (wB97M-V/def2-TZVPD).

The calculation puts the HOMO energy at -8.205 eV. The max |F| is 3.25 eV/A. As for the orbital gap: 6.193 eV. Its net charge is +1.

Cartesian coordinates (Å):
Ba  0.00  -0.42  -0.02
C  2.94  -1.17  -1.77
C  2.35  0.02  -2.53
N  0.87  0.05  -2.55
C  0.23  -0.94  -3.43
C  0.21  -2.35  -2.87
C  0.32  -3.45  -3.70
C  0.28  -4.72  -3.13
C  0.15  -4.85  -1.76
C  0.03  -3.70  -0.99
C  -0.14  -3.81  0.52
N  0.44  -2.70  1.29
C  1.90  -2.78  1.52
C  2.73  -2.57  0.25
N  2.49  -1.26  -0.38
N  0.04  -2.49  -1.55
H  4.04  -1.11  -1.83
H  2.66  -2.10  -2.27
H  2.75  0.01  -3.55
H  2.67  0.94  -2.06
H  0.58  0.97  -2.85
H  0.72  -0.97  -4.42
H  -0.81  -0.63  -3.59
H  0.46  -3.32  -4.76
H  0.37  -5.60  -3.76
H  0.14  -5.82  -1.29
H  0.25  -4.78  0.84
H  -1.22  -3.82  0.72
H  -0.03  -2.68  2.19
H  2.17  -3.75  1.96
H  2.16  -2.01  2.25
H  2.47  -3.34  -0.48
H  3.79  -2.71  0.48
H  2.97  -0.54  0.16
Te  -4.24  -2.64  1.55
C  -6.17  -2.46  2.35
C  -6.74  -3.50  3.07
C  -8.01  -3.33  3.59
N  -8.74  -2.22  3.44
C  -8.18  -1.23  2.74
C  -6.91  -1.30  2.18
C  -3.95  -0.63  1.00
P  -3.24  -0.66  -0.67
C  -4.19  -1.89  -1.63
C  -3.51  -2.68  -2.55
C  -4.19  -3.58  -3.36
C  -5.57  -3.70  -3.25
C  -6.26  -2.92  -2.32
C  -5.57  -2.02  -1.53
C  -3.72  0.81  -1.65
C  -5.04  1.24  -1.82
C  -5.34  2.25  -2.71
C  -4.33  2.86  -3.45
C  -3.02  2.48  -3.26
C  -2.72  1.47  -2.36
P  -2.64  -0.02  2.14
C  -2.90  1.78  2.36
C  -1.81  2.59  2.66
C  -1.98  3.95  2.90
C  -3.24  4.52  2.83
C  -4.34  3.72  2.50
C  -4.16  2.37  2.25
C  -3.16  -0.59  3.81
C  -4.40  -0.25  4.35
C  -4.79  -0.74  5.59
C  -3.94  -1.57  6.31
C  -2.70  -1.91  5.78
C  -2.33  -1.43  4.54
H  -6.22  -4.43  3.25
H  -8.48  -4.12  4.16
H  -8.78  -0.34  2.62
H  -6.49  -0.46  1.63
H  -2.44  -2.59  -2.64
H  -3.65  -4.19  -4.07
H  -6.11  -4.40  -3.87
H  -7.33  -3.02  -2.23
H  -6.12  -1.44  -0.79
H  -5.83  0.75  -1.26
H  -6.37  2.57  -2.84
H  -4.58  3.65  -4.15
H  -2.22  3.00  -3.78
H  -1.67  1.29  -2.10
H  -0.81  2.17  2.70
H  -1.12  4.57  3.12
H  -3.38  5.57  3.02
H  -5.32  4.16  2.44
H  -5.00  1.75  1.96
H  -5.08  0.37  3.79
H  -5.77  -0.49  5.98
H  -4.24  -1.95  7.28
H  -2.04  -2.57  6.34
H  -1.38  -1.74  4.11
N  -2.70  3.71  -0.32
C  -1.40  4.05  -0.44
N  -0.40  3.20  -0.54
C  0.77  3.91  -0.71
C  0.68  5.26  -0.71
S  -0.97  5.73  -0.53
C  2.07  3.25  -0.88
C  3.04  3.70  -1.72
S  4.52  2.88  -1.39
C  3.70  1.94  -0.20
N  2.44  2.20  -0.06
N  4.32  0.93  0.51
H  -2.92  2.76  -0.10
H  -3.32  4.38  0.09
H  1.48  5.97  -0.77
H  2.96  4.48  -2.46
H  5.33  0.94  0.47
H  3.95  0.86  1.46
C  0.02  0.56  5.05
N  0.84  1.75  4.89
C  0.29  2.93  5.54
C  1.91  1.79  4.10
S  2.22  0.66  2.86
N  2.75  2.86  4.27
C  3.32  3.10  5.60
C  3.65  3.26  3.21
H  -0.09  0.33  6.11
H  0.49  -0.28  4.54
H  -0.97  0.73  4.63
H  -0.79  2.91  5.39
H  0.70  3.83  5.10
H  0.48  2.93  6.62
H  2.74  2.63  6.38
H  3.37  4.17  5.80
H  4.33  2.69  5.63
H  3.15  3.17  2.25
H  4.56  2.65  3.21
H  3.93  4.30  3.38

---

Record 4
Entry from the OMol25 dataset: a molecular structure, C52H61FGe2NbOS4 (wB97M-V/def2-TZVPD).

The calculation puts the HOMO energy at -10.507 eV. The max |F| is 3.39 eV/A. As for the orbital gap: 6.015 eV. Its net charge is +1. The calculation puts the energy relative to the best compared isomer or geometry (same formula, charge and spin) at 77.5 kJ/mol.

Cartesian coordinates (Å):
Nb  3.54  -0.24  -1.51
C  3.36  -5.46  1.08
C  2.09  -5.34  0.30
C  2.08  -5.34  -1.07
C  0.94  -4.82  -1.77
C  1.08  -4.75  -3.26
C  -0.16  -4.25  -1.06
C  -0.18  -4.53  0.33
C  -1.44  -4.37  1.08
C  0.93  -5.02  0.99
C  -1.31  -3.66  -1.74
C  -1.93  -4.29  -2.89
C  -2.91  -3.67  -3.55
C  -3.49  -2.49  -3.01
C  -2.97  -1.85  -1.88
C  -1.76  -2.37  -1.39
Ge  -0.33  -1.14  -0.84
S  1.58  -1.51  -2.15
S  0.71  -1.22  1.09
Ge  0.93  1.07  0.79
S  3.09  1.28  0.10
S  -0.53  1.15  -0.88
C  0.83  2.49  2.28
C  1.08  3.86  1.95
C  1.54  4.73  2.94
C  1.72  4.31  4.21
C  1.41  3.01  4.63
C  1.00  2.10  3.67
C  0.52  0.78  4.20
C  1.50  -0.05  4.84
C  2.92  0.40  5.06
C  1.01  -1.24  5.43
C  -0.19  -1.87  5.12
C  -0.45  -3.23  5.78
C  -1.12  -1.04  4.49
C  -0.80  0.28  4.12
C  -1.88  1.20  3.52
C  0.81  4.40  0.60
C  -0.47  4.26  0.06
C  -1.69  3.86  0.82
C  -0.69  4.58  -1.26
C  0.35  5.07  -2.07
C  0.21  5.22  -3.52
C  1.49  5.53  -1.40
C  1.77  5.22  -0.04
C  3.03  5.66  0.58
C  -3.82  -0.75  -1.33
C  -4.42  -0.84  -0.09
C  -4.24  -2.08  0.74
C  -5.09  0.23  0.48
C  -5.38  1.36  -0.28
C  -6.26  2.41  0.32
C  -4.91  1.43  -1.56
C  -4.16  0.33  -2.11
C  -3.71  0.50  -3.52
H  3.86  -6.46  0.82
H  3.05  -5.36  2.13
H  4.09  -4.74  0.87
H  2.89  -5.72  -1.69
H  2.14  -4.93  -3.54
H  0.67  -3.87  -3.70
H  0.43  -5.58  -3.72
H  -2.24  -4.33  0.41
H  -1.49  -3.52  1.79
H  -1.61  -5.21  1.74
H  0.95  -5.09  2.09
H  -1.54  -5.23  -3.17
H  -3.29  -4.06  -4.52
H  -4.39  -2.11  -3.45
H  1.60  5.78  2.72
H  2.11  5.06  4.91
H  1.40  2.70  5.69
H  2.95  1.17  5.87
H  3.35  0.88  4.18
H  3.51  -0.42  5.45
H  1.69  -1.76  6.10
H  0.14  -3.27  6.70
H  0.02  -4.07  5.17
H  -1.49  -3.52  5.88
H  -2.12  -1.37  4.13
H  -2.85  1.16  4.06
H  -2.11  0.95  2.45
H  -1.49  2.21  3.44
H  -2.52  4.43  0.40
H  -1.62  4.14  1.96
H  -1.89  2.81  0.67
H  -1.67  4.41  -1.67
H  0.29  6.25  -3.88
H  -0.80  4.82  -3.79
H  0.94  4.55  -3.99
H  2.14  6.25  -1.95
H  2.94  6.25  1.51
H  3.65  6.23  -0.20
H  3.55  4.75  0.85
H  -4.09  -3.01  0.19
H  -5.07  -2.27  1.41
H  -3.36  -1.98  1.50
H  -5.39  0.26  1.52
H  -7.37  2.17  0.20
H  -6.11  3.39  -0.07
H  -6.02  2.46  1.41
H  -5.10  2.25  -2.24
H  -3.77  1.52  -3.81
H  -4.37  -0.06  -4.20
H  -2.71  0.13  -3.62
O  3.68  -1.60  0.47
H  3.86  -2.56  0.48
H  2.85  -1.37  0.93
F  5.26  -1.06  -1.72
C  4.82  0.33  -5.37
C  3.57  0.20  -4.54
C  2.35  0.74  -5.34
C  3.67  0.98  -3.22
H  4.84  -0.27  -6.28
H  5.77  -0.03  -4.87
H  5.10  1.36  -5.71
H  3.40  -0.86  -4.40
H  2.48  1.83  -5.38
H  1.34  0.54  -4.94
H  2.35  0.28  -6.34
H  2.89  1.70  -3.15
H  4.64  1.47  -3.05

---

Q: orbital gap of number 1 (C52H59FNO3P)?
A: 9.308 eV

---

Q: Among the records above, which one has the lowest max |F|?
A: C52H59FNO3P

---

Q: Look up the max |F| of the first one.
A: 0.51 eV/A

---

Q: Which of these has the lowest orbital gap?
A: C52H59N6STl